(1)
DFT (ωB97M-V/def2-TZVPD) results for a structure of composition C44H45BrF4N6NdO7S at a distorted geometry.

Computed properties:
Total charge: -1
Highest occupied orbital energy (alpha / beta) (eV): -4.398 / -4.402
HOMO-LUMO gap (alpha / beta) (eV): 5.7 / 5.7
Spin multiplicity: 4
⟨S²⟩: 3.753
Electronic energy (a.u.): -6492.205480

Each line ends with the Mulliken spin population.
Element x y z (Å)
Nd: -2.58 -0.32 -0.48  3.03
O: -6.86 -0.07 0.86  0.00
C: -5.73 0.39 0.66  0.00
O: -4.90 -0.04 -0.21  -0.01
C: -5.13 1.52 1.59  0.00
C: -4.24 2.47 0.77  0.00
C: -4.11 3.78 1.54  0.00
C: -3.14 3.38 2.66  0.00
C: -2.88 1.91 2.34  0.00
O: -2.90 1.92 0.89  0.00
C: -4.17 1.05 2.68  0.00
C: -3.82 -0.50 2.71  0.00
O: -4.11 -1.14 3.72  0.00
O: -3.16 -0.88 1.65  0.00
H: -5.95 2.02 2.08  0.00
H: -4.51 2.50 -0.28  0.00
H: -5.05 4.13 1.91  0.00
H: -3.73 4.53 0.88  0.00
H: -3.52 3.51 3.67  0.00
H: -2.19 3.91 2.54  0.00
H: -1.95 1.49 2.76  0.00
H: -4.51 1.31 3.69  0.00
C: 2.48 -1.52 -3.02  0.00
C: 1.46 -2.51 -2.44  0.00
N: 1.25 -2.33 -1.02  0.00
C: 2.44 -2.04 -0.21  0.00
C: 3.58 -3.10 -0.29  0.00
C: 0.34 -3.21 -0.36  0.00
C: -0.83 -3.82 -1.12  0.00
N: -1.99 -2.99 -1.25  0.00
C: -3.05 -3.65 -1.76  0.00
C: -4.21 -2.91 -2.13  0.00
F: -4.09 -1.53 -2.15  0.00
C: -5.41 -3.41 -2.57  0.00
F: -6.39 -2.55 -2.93  0.00
C: -5.62 -4.80 -2.58  0.00
C: -4.52 -5.59 -2.29  0.00
F: -4.73 -6.92 -2.33  0.00
C: -3.28 -5.08 -1.96  0.00
F: -2.26 -5.97 -1.85  0.00
H: 2.34 -1.39 -4.09  0.00
H: 3.49 -1.89 -2.90  0.00
H: 2.38 -0.54 -2.57  0.00
H: 1.65 -3.60 -2.68  0.00
H: 0.45 -2.39 -2.88  0.00
H: 2.09 -1.95 0.82  0.00
H: 2.81 -1.05 -0.53  0.00
H: 3.48 -3.88 0.46  0.00
H: 4.55 -2.61 -0.13  0.00
H: 3.61 -3.56 -1.29  0.00
H: -0.01 -2.64 0.53  0.00
H: 0.91 -4.07 0.07  0.00
H: -1.05 -4.75 -0.58  0.00
H: -0.45 -4.21 -2.10  0.00
H: -6.58 -5.24 -2.83  0.00
C: 8.67 4.69 6.64  0.00
O: 8.29 5.14 5.31  0.00
C: 7.23 4.52 4.72  0.00
C: 6.93 4.86 3.38  0.00
C: 5.75 4.40 2.80  0.00
C: 4.90 3.52 3.52  0.00
C: 5.17 3.23 4.88  0.00
C: 6.34 3.69 5.45  0.00
C: 3.75 2.89 2.91  0.00
N: 3.32 3.10 1.67  0.00
C: 2.29 2.26 1.44  0.00
C: 2.05 1.46 2.60  0.00
N: 2.98 1.91 3.49  0.00
C: 1.03 0.50 2.71  0.00
C: 0.80 -0.37 3.81  0.00
C: -0.19 -1.35 3.68  0.00
C: -0.90 -1.50 2.53  0.00
N: -0.68 -0.66 1.46  0.00
C: 0.23 0.33 1.53  0.00
C: 0.41 1.18 0.38  -0.01
N: -0.43 1.07 -0.66  0.00
C: -0.29 1.87 -1.73  0.00
C: 0.77 2.73 -1.91  0.00
C: 1.68 2.89 -0.87  0.00
C: 1.48 2.12 0.29  0.00
H: 9.54 5.28 6.89  0.00
H: 8.95 3.60 6.62  0.00
H: 7.88 4.88 7.37  0.00
H: 7.60 5.53 2.83  0.00
H: 5.45 4.69 1.78  0.00
H: 4.48 2.64 5.50  0.00
H: 6.56 3.42 6.49  0.00
H: 3.12 1.66 4.48  0.00
H: 1.42 -0.32 4.71  0.00
H: -0.47 -1.99 4.50  0.00
H: -1.65 -2.29 2.45  0.00
H: -1.06 1.77 -2.50  0.00
H: 0.88 3.28 -2.85  0.00
H: 2.52 3.59 -0.86  0.00
Br: -3.33 1.65 -2.92  0.00
O: -0.13 0.66 -5.09  0.00
S: -0.79 -0.72 -5.07  0.00
C: 0.01 -1.71 -6.39  0.00
C: -1.05 -2.59 -7.06  0.00
C: -2.46 -1.89 -6.90  0.00
C: -2.43 -0.69 -5.91  0.00
H: 0.80 -2.28 -5.93  0.00
H: 0.44 -0.97 -7.07  0.00
H: -1.06 -3.58 -6.61  0.00
H: -0.87 -2.70 -8.15  0.00
H: -3.24 -2.60 -6.60  0.00
H: -2.76 -1.48 -7.88  0.00
H: -3.15 -0.75 -5.09  0.00
H: -2.51 0.27 -6.40  0.00

***

(2)
DFT (ωB97M-V/def2-TZVPD) results for a structure of composition C44H46BrIN6O4RbS at a distorted geometry.

Computed properties:
Total charge: -1
Highest occupied orbital energy (eV): -1.979
Relative energy (zero: lowest compared OMol25 entry of this formula, charge and spin) (kJ/mol): 159.22
HOMO-LUMO gap (eV): 2.8
Spin multiplicity: 1
Electronic energy (a.u.): -5627.652463

Each line ends with the Mulliken charge.
Element x y z (Å)
Rb: 0.06 -0.05 -0.34  0.63
S: -3.93 1.11 -3.91  -0.39
C: -4.61 0.44 -2.48  -0.19
C: -3.72 0.32 -1.46  -0.89
C: -2.40 0.76 -1.75  -0.09
C: -2.33 1.22 -3.02  0.36
C: -1.19 1.73 -3.73  -0.21
C: -1.26 2.12 -5.08  -0.78
C: -0.12 2.56 -5.72  -0.62
C: 1.07 2.62 -5.00  -0.74
C: 1.04 2.24 -3.67  -0.64
N: -0.03 1.80 -3.05  0.70
H: -5.65 0.16 -2.50  0.42
H: -4.00 -0.11 -0.51  0.40
H: -2.21 2.07 -5.60  0.39
H: -0.15 2.85 -6.76  0.38
H: 1.98 2.96 -5.47  0.47
H: 1.94 2.29 -3.06  0.23
O: 3.69 -0.17 2.50  -0.38
C: 4.47 -1.31 2.30  -0.73
C: 3.63 -2.55 2.05  0.75
C: 4.11 -3.83 2.31  -0.92
C: 3.30 -4.91 2.02  -0.59
C: 2.03 -4.67 1.52  -0.83
C: 1.63 -3.36 1.32  -0.88
N: 2.42 -2.33 1.56  0.32
H: 3.02 -0.15 1.80  0.13
H: 5.08 -1.45 3.20  0.42
H: 5.15 -1.17 1.45  0.20
H: 5.11 -3.97 2.71  0.43
H: 3.64 -5.92 2.20  0.40
H: 1.36 -5.48 1.27  0.50
H: 0.64 -3.12 0.94  1.16
Br: 0.74 -6.41 -5.32  -0.22
C: 0.19 -5.47 -3.76  0.02
C: 1.10 -4.70 -3.06  -0.47
C: 0.69 -4.00 -1.95  0.22
C: -0.64 -4.06 -1.49  -0.24
C: -1.54 -4.86 -2.23  -0.52
C: -1.13 -5.55 -3.35  -0.77
N: -0.97 -3.33 -0.40  0.57
C: -1.97 -3.63 0.38  -0.06
C: -2.34 -2.85 1.51  0.01
C: -3.40 -3.29 2.35  -0.96
C: -3.77 -2.51 3.43  -0.53
C: -3.09 -1.31 3.65  -0.69
C: -2.06 -0.97 2.79  -0.27
N: -1.68 -1.70 1.77  0.35
H: 2.12 -4.63 -3.41  0.49
H: 1.40 -3.40 -1.40  0.37
H: -2.58 -4.91 -1.96  0.40
H: -1.84 -6.15 -3.91  0.41
H: -2.56 -4.55 0.23  0.36
H: -3.90 -4.22 2.15  0.43
H: -4.57 -2.82 4.09  0.41
H: -3.37 -0.66 4.47  0.49
H: -1.51 -0.05 2.93  0.40
O: -3.98 6.48 2.11  -0.52
C: -4.09 5.71 0.93  -0.62
C: -2.88 4.82 0.80  0.88
C: -2.33 4.50 -0.44  -1.27
C: -1.25 3.64 -0.48  -0.23
N: -0.69 3.13 0.60  0.10
C: -1.19 3.44 1.79  0.54
C: -2.30 4.27 1.93  -0.91
C: -0.50 2.85 2.95  0.43
C: -0.62 3.38 4.24  -0.92
C: 0.07 2.80 5.29  0.67
C: -0.03 3.35 6.68  -0.65
O: -1.35 3.78 6.94  -0.53
C: 0.89 1.70 5.01  -1.24
C: 0.94 1.24 3.70  -0.29
N: 0.28 1.79 2.70  0.49
H: -4.75 7.06 2.17  0.29
H: -4.17 6.36 0.05  0.37
H: -4.99 5.07 0.97  0.24
H: -2.74 4.91 -1.35  0.40
H: -0.80 3.34 -1.42  0.28
H: -2.73 4.49 2.89  0.38
H: -1.26 4.23 4.44  0.44
H: 0.67 4.20 6.78  0.27
H: 0.27 2.58 7.41  0.34
H: -1.38 4.19 7.80  0.30
H: 1.47 1.22 5.78  0.43
H: 1.56 0.39 3.44  0.34
I: 3.57 4.37 -0.37  -0.39
C: 2.76 2.45 0.09  -1.08
H: 1.70 2.48 -0.13  0.10
H: 2.95 2.26 1.14  0.39
C: 0.58 -1.41 -4.38  -0.37
C: 2.09 -1.33 -4.23  -0.61
O: 2.43 -0.86 -2.94  0.14
C: 3.80 -0.55 -2.82  -0.64
C: 4.12 -0.21 -1.37  -0.19
H: 0.33 -2.11 -5.18  0.41
H: 0.17 -0.44 -4.62  0.02
H: 0.14 -1.76 -3.45  -0.13
H: 2.52 -0.65 -4.98  0.40
H: 2.55 -2.32 -4.37  0.37
H: 4.05 0.30 -3.47  0.34
H: 4.40 -1.41 -3.16  0.31
H: 3.49 0.62 -1.03  -0.15
H: 5.16 0.08 -1.29  0.48
H: 3.93 -1.09 -0.75  -0.10

***

(3)
DFT (ωB97M-V/def2-TZVPD) results for a structure of composition C44H47Cl2N5P2S4V.

Computed properties:
Total charge: -2
Highest occupied orbital energy (alpha / beta) (eV): -1.698 / -1.707
Relative energy (zero: lowest compared OMol25 entry of this formula, charge and spin) (kJ/mol): 26.69
HOMO-LUMO gap (alpha / beta) (eV): 5.5 / 5.5
Spin multiplicity: 4
⟨S²⟩: 3.762
Electronic energy (a.u.): -6118.733027

Each line ends with the Mulliken spin population.
Element x y z (Å)
V: -0.23 -0.59 -0.08  2.81
C: 2.65 -0.51 -3.41  -0.01
C: 1.49 -0.77 -2.51  0.01
N: 1.08 0.06 -1.60  -0.06
N: 1.64 1.25 -1.39  0.02
C: 1.67 2.20 -2.30  0.00
N: 2.32 3.33 -1.85  0.00
S: 1.00 2.21 -3.88  0.00
C: 0.82 -2.07 -2.47  0.09
C: 1.09 -3.06 -3.41  0.01
C: 0.47 -4.29 -3.31  0.02
C: -0.42 -4.50 -2.27  0.00
C: -0.65 -3.47 -1.39  0.05
N: -0.07 -2.27 -1.47  -0.14
H: 2.33 -0.07 -4.36  0.00
H: 3.23 -1.42 -3.57  0.00
H: 3.29 0.24 -2.93  0.00
H: 2.35 3.40 -0.83  0.00
H: 2.05 4.17 -2.34  0.00
H: 1.79 -2.86 -4.21  0.00
H: 0.67 -5.07 -4.03  0.00
H: -0.94 -5.45 -2.14  0.00
H: -1.33 -3.60 -0.56  -0.01
Cl: -0.32 2.16 1.01  0.00
C: 0.06 2.72 2.63  0.00
C: -1.01 2.80 3.50  0.00
C: -0.81 3.21 4.81  0.00
C: 0.48 3.52 5.22  0.00
C: 1.53 3.45 4.32  0.00
Cl: 3.10 3.88 4.94  0.00
C: 1.40 3.05 2.96  0.00
S: 2.71 3.00 1.87  0.00
H: -2.00 2.55 3.14  0.00
H: -1.64 3.28 5.50  0.00
H: 0.68 3.83 6.23  0.00
C: -3.61 0.49 2.22  0.03
C: -3.03 -0.82 2.75  0.00
P: -2.11 -1.72 1.43  0.08
C: -1.43 -3.17 2.35  0.01
C: -2.30 -3.94 3.34  0.00
C: -3.49 -2.28 0.36  0.02
C: -4.50 -3.31 0.86  0.00
H: -4.13 1.03 3.01  0.00
H: -4.32 0.33 1.40  0.00
H: -2.82 1.12 1.82  0.00
H: -3.82 -1.46 3.14  0.00
H: -2.32 -0.64 3.56  -0.01
H: -0.58 -2.74 2.89  0.00
H: -0.98 -3.85 1.62  0.00
H: -2.81 -3.27 4.03  0.00
H: -1.68 -4.61 3.94  0.00
H: -3.06 -4.54 2.84  0.00
H: -3.08 -2.59 -0.60  -0.01
H: -4.01 -1.35 0.12  0.00
H: -4.08 -4.32 0.86  0.00
H: -5.37 -3.31 0.20  0.00
H: -4.85 -3.09 1.87  0.00
C: 4.30 -3.33 -1.00  0.00
C: 4.37 -1.96 -0.75  0.00
C: 3.38 -1.33 0.00  -0.04
C: 2.30 -2.05 0.51  0.05
C: 2.25 -3.43 0.27  -0.02
C: 3.23 -4.06 -0.49  0.00
N: 1.27 -1.39 1.20  -0.06
C: 1.40 -1.29 2.55  -0.01
C: 2.39 -1.97 3.30  0.02
C: 2.45 -1.87 4.68  -0.01
C: 1.54 -1.11 5.39  0.02
C: 0.56 -0.43 4.67  -0.02
C: 0.49 -0.52 3.30  0.08
H: 5.06 -3.82 -1.59  0.00
H: 5.19 -1.38 -1.14  0.00
H: 3.41 -0.26 0.18  -0.01
H: 1.42 -3.99 0.67  -0.01
H: 3.16 -5.12 -0.68  0.00
H: 3.14 -2.56 2.78  0.00
H: 3.24 -2.39 5.20  0.00
H: 1.61 -1.01 6.47  0.00
H: -0.15 0.22 5.19  0.00
H: -0.26 0.05 2.77  0.03
S: -5.45 0.19 -1.42  0.00
P: -3.73 0.16 -2.41  0.02
S: -1.98 0.63 -1.57  0.02
C: -3.87 1.25 -3.89  0.00
C: -2.80 2.02 -4.33  0.00
C: -2.94 2.78 -5.49  0.00
C: -4.12 2.78 -6.20  0.00
C: -5.19 2.00 -5.76  0.00
C: -5.07 1.25 -4.60  0.00
C: -3.52 -1.47 -3.24  0.00
C: -4.45 -2.48 -3.11  0.00
C: -4.27 -3.70 -3.76  0.00
C: -3.15 -3.89 -4.57  0.00
C: -2.22 -2.87 -4.71  0.00
C: -2.39 -1.67 -4.04  0.01
H: -1.86 2.02 -3.79  0.00
H: -2.09 3.38 -5.82  0.00
H: -4.22 3.37 -7.10  0.00
H: -6.13 2.00 -6.31  0.00
H: -5.90 0.66 -4.24  0.00
H: -5.32 -2.31 -2.48  0.00
H: -5.00 -4.49 -3.65  0.00
H: -3.01 -4.83 -5.09  0.00
H: -1.34 -3.01 -5.33  0.00
H: -1.65 -0.88 -4.12  -0.01

***

- What is the spin multiplicity in the second record?
  1